(1)
DFT (the ωB97M-V functional and the def2-TZVPD basis) results for a structure of composition C34H41BrN7O3RbSSi.

## Properties
* highest occupied orbital energy: -0.84 eV
* gap between HOMO and LUMO: 4.367 eV
* charge: -2
* ΔE to the lowest compared entry with this formula, charge and spin: 39.8 kJ/mol

The geometry in XYZ format:
```
89
Properties=species:S:1:pos:R:3:forces:R:3:mulliken_charge:R:1
Rb -1.31851 0.48043 0.57236 0.9 0.0 0.2 0.808
Br 1.34780 -1.94299 -6.67123 0.0 0.0 0.0 -0.258
S -1.72622 2.90519 5.11827 0.0 0.0 0.0 -0.522
Si 0.27648 -2.94009 0.09192 0.0 -0.1 -0.1 0.289
O -4.76254 0.68888 0.84267 0.1 -0.4 -0.1 -0.677
O -3.62899 -0.67207 -0.41840 -0.4 0.0 0.1 -0.472
O -3.43729 -0.78772 1.73485 -0.5 0.0 -0.2 -0.518
N 0.83152 2.14103 2.36671 -0.2 -0.1 0.1 0.252
N -1.35605 1.36486 -2.34120 0.3 -0.3 -0.1 0.347
N 0.19127 2.88882 3.27848 -0.1 -0.1 0.2 -0.987
N 1.54520 0.86280 0.07021 0.2 0.0 -0.1 1.024
N -0.65756 0.78849 3.92845 0.1 0.4 0.0 -0.229
N -2.49122 2.99619 -0.40639 0.0 0.1 0.2 -0.147
N -3.97160 -0.27209 0.72439 -0.2 0.2 0.0 0.715
C -0.75908 0.61091 -3.37210 0.1 0.0 0.0 -1.097
C 2.34218 -2.59191 1.94987 0.0 0.0 0.0 -2.037
C 0.16764 -1.48660 -4.11032 0.0 0.0 0.1 -0.127
C 0.48846 -0.90175 -5.32313 0.0 0.1 -0.1 -0.269
C -1.73289 -3.83709 -1.65803 0.0 0.0 -0.1 -1.661
C -2.10041 -4.46996 0.69628 -0.1 0.0 -0.1 -1.857
C 0.21182 0.42997 -5.57580 0.0 0.0 0.0 -0.549
C -0.66134 2.15089 4.03633 0.2 0.0 -0.4 -0.052
C 3.62627 2.02951 0.12042 0.0 0.0 0.0 -0.694
C 2.04630 0.05253 -0.85800 0.1 0.2 0.0 -0.669
C -4.39034 3.27072 -1.81910 -0.1 0.0 -0.1 -0.795
C -0.46985 -5.73773 -0.69841 -0.1 0.0 0.0 -1.926
C 2.28653 4.88291 0.53059 0.0 0.0 0.0 -0.153
C 3.33547 0.17309 -1.35819 -0.1 0.0 0.0 -1.220
C -0.44843 -0.72533 -3.13036 0.0 0.0 0.1 0.901
C 2.45346 4.73567 2.91349 0.0 0.0 0.0 -0.262
C -1.03372 -4.34825 -0.39386 0.0 -0.1 0.1 2.337
C 1.75792 -3.53949 -1.03915 0.1 0.0 0.0 -1.732
C 2.70849 6.20518 0.57416 0.0 0.0 0.0 -0.655
C 2.88423 6.05329 2.95885 0.0 0.0 0.0 -0.688
C 1.37088 -4.86317 2.13144 0.0 0.0 0.0 -1.959
C -4.42715 4.13762 0.39988 0.0 0.0 0.0 -0.731
C 1.71916 2.69574 1.60803 0.0 0.4 0.2 0.114
C 2.15406 4.12429 1.69531 0.0 -0.2 -0.1 0.309
C 0.12296 -2.88740 2.98074 0.0 0.0 0.0 -1.934
C -0.41393 1.18278 -4.59251 -0.1 0.1 0.0 -0.225
C -3.14170 3.63340 0.55940 0.1 -0.1 0.0 -0.013
C 2.31501 1.83654 0.57209 0.0 -0.1 -0.3 -0.238
C 1.03760 -3.39269 1.86459 0.1 -0.1 0.0 2.380
C -3.11125 2.80411 -1.56996 -0.1 0.0 0.2 0.766
C -5.05796 3.95349 -0.81276 -0.1 0.0 -0.1 -0.333
C -2.41633 1.99524 -2.59057 -0.3 0.2 -0.1 -0.722
C 3.01311 6.79672 1.79234 0.0 0.0 0.0 -0.350
C 4.13331 1.18861 -0.85207 0.0 0.0 0.0 -0.670
H 0.46767 -5.47208 2.22573 0.0 0.0 0.0 0.310
H 2.60906 -2.84982 -1.00120 -0.1 0.0 0.0 0.260
H -1.28140 -6.42760 -0.99155 0.1 0.0 0.0 0.522
H 2.14255 -4.54206 -0.79771 0.0 0.1 0.0 0.513
H 3.34071 7.82907 1.83436 0.0 0.0 0.0 0.356
H -0.81844 -3.43739 3.02750 0.0 0.0 0.0 0.291
H 0.04072 -6.17743 0.16164 0.0 0.0 0.0 0.252
H -1.02007 -3.69786 -2.48333 -0.1 0.0 0.1 0.164
H 2.17451 -1.53409 1.71660 0.0 0.0 0.0 0.310
H 2.32002 4.17035 3.82415 0.0 0.0 0.0 0.447
H -0.67257 -1.16717 -2.15906 0.0 0.0 -0.1 0.101
H -1.70664 -4.94032 1.60032 0.0 0.0 0.0 0.306
H 3.09326 -2.97208 1.25110 0.0 0.0 0.0 0.330
H -0.61276 2.23635 -4.75428 0.0 0.0 0.0 0.515
H -0.04704 0.39533 3.22831 0.0 -0.1 0.0 0.272
H -2.23393 -2.88330 -1.47112 0.0 0.0 0.0 0.148
H 0.61682 -2.97485 3.96245 0.0 0.0 0.0 0.484
H 1.93714 -4.97106 3.07326 0.0 0.0 0.0 0.476
H -4.86280 3.07041 -2.77288 0.0 0.0 0.0 0.349
H 2.79215 6.77451 -0.34454 0.0 0.0 0.0 0.361
H 2.76642 -2.64927 2.96526 0.0 0.0 0.0 0.549
H 1.98158 -5.29163 1.33087 0.0 0.0 0.0 0.314
H -0.13287 -1.83484 2.82992 0.0 0.0 0.0 0.245
H -2.90214 1.94672 -3.57362 0.0 0.0 0.0 0.364
H 0.48976 0.87644 -6.52084 0.0 0.0 0.0 0.382
H 4.23453 2.81844 0.54320 0.0 0.0 0.0 0.537
H -2.62308 3.73167 1.50943 0.0 0.0 0.0 0.416
H 0.40885 -2.52364 -3.91695 0.0 0.0 0.0 0.281
H 3.10813 6.50848 3.91655 0.0 0.0 0.0 0.363
H 1.37709 -0.73326 -1.19216 0.1 0.0 0.0 0.688
H 0.24515 -5.70759 -1.52474 0.0 0.0 0.0 0.324
H -1.47350 0.29322 4.23764 0.0 0.0 0.1 0.280
H -4.91678 4.63405 1.22597 0.0 0.0 0.0 0.411
H 1.42192 -3.56544 -2.08463 0.0 0.0 0.0 0.257
H 2.04645 4.42447 -0.42225 0.0 0.0 0.0 0.471
H -2.50149 -3.48736 0.96908 0.0 0.0 0.0 0.233
H -2.49291 -4.55968 -2.00262 0.1 0.0 0.0 0.565
H -6.06737 4.31382 -0.96746 0.0 0.0 0.0 0.388
H 5.15156 1.31769 -1.20186 0.0 0.0 0.0 0.381
H 3.68940 -0.51348 -2.11653 0.0 0.0 0.0 0.494
H -2.94244 -5.09135 0.34538 0.0 0.0 0.0 0.476
```
Positions in Å, forces in eV/Å.

***

(2)
DFT (the ωB97M-V functional and the def2-TZVPD basis) results for a structure of composition C34H41ClN4P2Pd in a non-equilibrium geometry.

## Properties
* highest occupied orbital energy (spin up / spin down): -11.70 / -11.70 eV
* gap between HOMO and LUMO (spin up / spin down): 5.923 / 2.866 eV
* spin multiplicity: 5
* charge: +2
* ΔE to the lowest compared entry with this formula, charge and spin: 157.3 kJ/mol

The geometry in XYZ format:
```
83
Properties=species:S:1:pos:R:3:forces:R:3:lowdin_spin:R:1
Pd -4.17094 2.32125 -0.58357 0.1 0.3 0.7 1.278
Cl -4.35768 2.91361 4.49652 0.5 -0.2 -0.2 0.058
P 2.89048 0.33272 -1.89275 3.1 1.3 0.2 0.000
P 1.46735 -2.82744 -2.15126 1.9 -2.1 -2.2 -0.002
N 3.67959 0.22565 -0.32017 -0.6 -0.4 0.5 0.000
N 3.98843 1.58005 -2.70410 -1.0 -0.7 -0.4 0.000
N 1.67300 -3.64291 -3.76788 -0.7 0.9 0.4 0.000
N 1.48216 -4.28962 -1.03353 -0.6 -0.1 0.9 0.036
C -2.16975 -0.58152 2.70402 -0.6 0.2 -1.7 0.003
C 5.74772 2.65229 -3.67849 -1.1 -0.8 0.5 0.000
C 5.36153 1.84404 -2.61482 -0.3 0.3 -0.6 0.000
C -0.13050 1.17181 1.26644 0.0 0.2 0.2 0.000
C 0.67713 -3.52250 -4.74239 0.2 -0.9 -0.4 0.004
C 3.53513 2.18941 -3.88783 0.8 0.3 0.2 0.000
C -7.63941 4.63792 1.98460 0.0 0.2 -0.9 0.016
C 2.93875 0.51919 0.82663 0.9 -0.1 0.3 0.000
C -6.43969 4.33980 1.37866 -1.5 0.8 0.3 0.097
C 2.13085 -5.10650 -5.46266 -0.1 0.8 1.2 0.002
C -5.54955 3.56958 3.47586 -1.2 0.4 1.6 0.146
C 2.29129 -5.42932 -0.94012 -0.9 1.9 -0.6 0.343
C 2.59360 -4.57426 -4.26373 -0.6 -0.5 -0.4 0.005
C -6.77094 3.85509 4.09431 0.1 0.0 0.0 -0.010
C -5.33521 3.89156 2.12247 1.9 -0.7 -2.4 0.164
C -4.10628 3.69946 1.34236 -0.4 1.3 2.7 0.413
C -0.88553 0.00998 0.60784 0.0 -0.5 0.0 0.002
C 0.58475 -4.32899 0.04924 1.4 0.3 -1.9 0.336
C -1.18815 1.32353 4.18900 0.5 -0.8 0.5 0.001
C 3.74784 0.41275 1.94265 -0.3 0.1 -0.8 0.000
C 0.80783 -5.48676 0.78590 1.9 -2.1 -0.5 0.119
C 4.58003 2.86816 -4.49216 -0.1 -0.7 0.9 0.000
C -7.81580 4.42303 3.36165 0.2 -0.2 0.2 0.201
C -1.15518 -0.17891 3.69617 0.6 0.3 1.1 0.001
C -5.24880 1.27983 0.84351 0.1 -1.9 1.9 0.435
C -2.06703 -0.54346 1.36151 -0.9 1.1 0.5 0.004
C 0.91743 -4.41338 -5.77520 0.1 0.4 0.9 0.002
C -0.87224 2.31511 1.88378 -1.7 -0.8 0.3 0.002
C 5.04166 0.02285 1.48147 -0.3 -0.2 -1.2 0.000
C 3.27861 -2.48954 -1.95797 0.2 0.3 0.3 0.000
C 4.96348 -0.14876 0.10652 -0.5 0.4 0.3 0.000
C -1.15799 2.42874 3.19924 0.1 0.0 -1.9 0.002
C 1.87488 -6.19870 0.14892 -2.0 0.6 1.7 0.126
C 3.69487 -1.15911 -2.62006 0.0 0.0 -0.2 0.000
H -2.08711 1.40978 4.81727 0.2 0.3 -0.3 0.000
H -0.24774 -0.87909 0.57933 0.7 0.3 -0.4 0.000
H -0.08897 -2.78476 -4.61965 -0.3 0.0 0.0 0.000
H -8.75863 4.69190 3.84414 0.4 -0.1 -0.1 0.009
H -3.10620 -0.92130 3.12821 -0.1 -0.1 -0.1 0.000
H -3.98886 4.53427 0.65816 0.2 0.3 -0.4 0.042
H -6.28907 1.40050 0.52686 0.1 0.1 0.3 0.045
H -6.29311 4.49367 0.31899 -0.1 0.2 -0.1 0.003
H 6.74278 3.02712 -3.87015 -0.1 0.0 0.1 0.000
H 2.56777 -5.92894 -6.01859 0.1 0.4 0.1 0.000
H -0.14309 -0.44769 3.38685 -0.1 0.0 0.0 0.000
H 3.88439 -3.29159 -2.42839 -0.5 0.3 0.5 0.000
H -4.93697 0.22814 0.97031 -0.2 0.2 -1.0 0.045
H 5.66107 -0.55565 -0.61226 0.1 0.3 0.2 0.000
H -0.35416 1.51290 4.86902 0.0 -0.4 0.3 0.000
H -8.45974 5.05602 1.39786 0.3 -0.2 0.2 -0.002
H -6.90302 3.65431 5.16210 0.2 0.0 -0.5 -0.002
H 2.51463 2.06584 -4.20592 -0.1 0.1 0.0 0.000
H 3.45744 0.60762 2.96793 0.0 0.0 -0.2 0.000
H -1.39562 2.92853 1.13497 1.0 0.8 0.5 0.002
H 3.10277 -5.58293 -1.63714 -0.1 -0.1 0.0 0.011
H 4.54331 3.44214 -5.40773 -0.1 -0.1 0.1 0.000
H 3.37413 -1.13031 -3.67318 0.3 -0.2 0.1 0.000
H 5.93896 -0.08467 2.06768 0.0 -0.2 0.0 0.000
H -1.08751 0.27078 -0.44673 -0.3 -0.3 0.4 0.002
H -0.11095 -3.51838 0.21546 0.0 -0.1 -0.1 0.014
H -1.38571 -0.81780 4.56750 0.4 0.5 0.0 0.000
H 5.93622 1.43922 -1.80243 0.1 0.1 0.1 0.000
H 3.52606 -4.72918 -3.76781 0.3 -0.3 0.2 0.000
H 0.52090 0.78197 2.05093 0.2 0.2 -0.4 0.000
H 2.27548 -7.15927 0.43808 0.0 0.1 0.0 0.002
H 3.47689 -2.47767 -0.86968 0.1 0.1 -0.4 0.000
H 4.79604 -1.02894 -2.59735 -0.6 -0.1 -0.1 0.000
H 1.89736 0.74633 0.74093 0.4 0.1 -0.1 0.000
H 0.45613 1.69922 0.49168 0.0 -0.5 0.3 0.000
H -4.96335 1.65656 1.85692 -0.7 -0.1 -1.2 0.021
H 0.29967 -4.57239 -6.64999 0.1 0.2 0.2 0.000
H -1.32905 3.43633 3.54720 -0.9 0.1 0.3 0.001
H -3.24897 3.50676 2.00794 -0.2 -0.1 -0.8 0.019
H -2.94590 -0.77842 0.74308 0.4 -0.3 0.4 0.001
H 0.26400 -5.80662 1.65702 0.0 0.0 0.1 0.001
```
Positions in Å, forces in eV/Å.